Entry 1:
Here is a molecular structure, C31H32N6O5Rb from OMol25. Energies are from wB97M-V/def2-TZVPD.

Values from the calculation:
- total charge = -1
- E_tot (Eh) = -1929.44612
- energy relative to the best compared isomer or geometry (same formula, charge and spin) (eV) = 0.8523

Each line ends with the Mulliken charge.
Cartesian coordinates (Å):
Rb: 0.981 1.557 0.949  1.10
C: -4.989 0.954 -4.369  -1.59
C: -3.786 0.776 -3.490  0.38
C: -2.912 -0.253 -3.634  -0.67
C: -1.783 -0.402 -2.780  0.00
C: -0.964 -1.524 -2.921  -0.04
N: 0.070 -1.856 -2.182  0.30
C: 0.767 -3.129 -2.367  -0.73
C: 2.287 -3.009 -2.234  -0.59
C: 2.810 -3.603 -0.926  -0.95
N: 2.125 -2.964 0.176  0.12
C: 1.427 -3.714 0.940  -0.54
C: 0.517 -3.284 1.983  0.64
C: -0.083 -4.277 2.767  -0.53
C: -1.094 -4.020 3.669  0.28
C: -1.706 -5.093 4.522  -1.62
C: -1.536 -2.688 3.738  -0.30
C: -0.979 -1.656 3.016  0.52
C: -1.580 -0.318 3.198  -0.46
N: -0.978 0.791 3.102  -0.01
C: -1.781 2.003 3.348  -0.81
C: -1.097 3.256 2.789  -0.49
C: -1.581 3.741 1.418  -1.07
N: -1.557 2.655 0.434  0.55
C: -2.414 2.648 -0.489  -1.06
C: -2.482 1.633 -1.565  0.65
C: -3.538 1.694 -2.422  -0.39
C: -1.482 0.570 -1.747  0.03
O: -0.438 0.479 -1.084  -0.14
C: 0.108 -1.911 2.082  -0.68
O: 0.587 -1.001 1.362  -0.16
H: -5.002 0.204 -5.161  0.36
H: -5.005 1.936 -4.849  0.34
H: -5.924 0.856 -3.812  0.32
H: -3.073 -0.992 -4.415  0.30
H: -1.197 -2.226 -3.720  0.32
H: 0.280 -1.238 -1.388  -0.15
H: 0.482 -3.490 -3.356  0.55
H: 0.383 -3.845 -1.634  0.32
H: 2.567 -1.955 -2.280  0.16
H: 2.770 -3.495 -3.086  0.39
H: 3.886 -3.421 -0.856  0.37
H: 2.657 -4.695 -0.924  0.32
H: 2.709 -1.075 1.057  0.09
H: 1.463 -4.809 0.802  0.09
H: 0.259 -5.302 2.635  0.30
H: -1.447 -6.084 4.144  0.36
H: -2.798 -5.028 4.534  0.36
H: -1.373 -5.051 5.563  0.29
H: -2.367 -2.447 4.399  0.36
H: -2.648 -0.342 3.472  0.25
H: -1.895 2.112 4.431  0.41
H: -2.789 1.889 2.927  0.44
H: -0.024 3.061 2.769  0.12
H: -1.214 4.098 3.477  0.47
H: -0.895 4.518 1.064  0.21
H: -2.593 4.164 1.495  0.45
H: -3.200 3.419 -0.544  0.12
H: -4.248 2.505 -2.273  0.39
O: 1.167 5.235 0.145  -0.77
C: 2.021 4.368 0.414  0.02
O: 2.228 3.771 1.493  -0.77
C: 2.901 3.956 -0.765  0.77
C: 3.849 4.848 -1.271  -0.64
C: 4.631 4.465 -2.340  -0.26
C: 4.436 3.206 -2.896  -0.72
C: 3.461 2.399 -2.340  -0.10
N: 2.704 2.746 -1.299  0.10
H: 3.943 5.824 -0.815  0.41
H: 5.382 5.134 -2.746  0.36
H: 5.019 2.853 -3.736  0.37
H: 3.270 1.413 -2.754  0.35
O: 4.705 -0.495 3.400  -0.55
C: 4.075 -0.531 2.413  0.80
N: 3.528 -0.515 1.343  -0.45

***

Entry 2:
Here is a molecular structure, C31H33BeN3S3 from OMol25. Energies are from wB97M-V/def2-TZVPD.

Values from the calculation:
- total charge = 0
- E_tot (Eh) = -2574.77317

Each line ends with the Mulliken charge.
Cartesian coordinates (Å):
Be: -0.006 -1.538 -0.593  -1.19
S: -0.622 -3.693 -0.876  -0.43
C: 0.949 -3.452 -1.430  0.41
N: 1.503 -2.266 -1.250  0.46
C: 2.797 -2.209 -1.770  -0.31
C: 3.673 -1.126 -1.758  0.15
C: 4.934 -1.267 -2.313  -0.82
C: 5.344 -2.468 -2.887  -0.44
C: 4.483 -3.551 -2.922  -0.55
C: 3.221 -3.409 -2.363  0.62
S: 1.954 -4.604 -2.265  -0.28
H: 3.361 -0.190 -1.331  0.26
H: 5.609 -0.420 -2.308  0.40
H: 6.337 -2.557 -3.306  0.38
H: 4.775 -4.488 -3.380  0.37
N: -0.207 -1.454 1.135  0.00
S: 0.048 -0.249 2.165  0.51
C: -0.339 -1.014 3.760  0.62
C: -0.094 -2.371 3.919  -0.49
C: -0.363 -2.973 5.140  -0.74
C: -0.853 -2.220 6.196  -0.45
C: -1.070 -0.857 6.035  -0.67
C: -0.812 -0.248 4.817  -0.51
C: -1.307 0.938 2.118  0.33
C: -1.022 2.278 2.326  -0.14
C: -2.047 3.207 2.230  -0.79
C: -3.335 2.789 1.922  -0.50
C: -3.607 1.439 1.730  -0.68
C: -2.588 0.504 1.829  -0.09
H: -0.984 -2.023 1.458  0.34
H: 0.305 -2.952 3.096  0.49
H: -0.183 -4.033 5.264  0.41
H: -1.060 -2.691 7.148  0.39
H: -1.447 -0.266 6.858  0.40
H: -0.993 0.811 4.691  0.41
H: -0.008 2.592 2.546  0.39
H: -1.834 4.260 2.374  0.44
H: -4.132 3.515 1.825  0.41
H: -4.614 1.114 1.500  0.42
H: -2.785 -0.549 1.670  0.39
C: -0.058 4.592 -2.399  -1.79
C: 0.361 3.321 -1.703  0.82
C: 1.440 3.319 -0.826  -1.02
C: 1.838 2.118 -0.254  0.17
C: 3.037 2.080 0.663  -1.85
C: 1.123 0.960 -0.525  -0.72
C: -0.038 0.912 -1.358  1.23
C: -0.347 2.157 -1.965  -1.40
N: -0.717 -0.281 -1.464  0.54
C: -1.907 -0.530 -2.318  1.81
C: -2.697 0.666 -2.877  -2.43
C: -1.461 -1.375 -3.523  -1.63
C: -2.958 -1.309 -1.502  -1.30
H: 0.547 5.441 -2.077  0.37
H: -1.107 4.821 -2.196  0.34
H: 0.051 4.487 -3.481  0.34
H: 1.983 4.235 -0.614  0.29
H: 3.291 3.083 1.007  0.45
H: 3.918 1.684 0.153  0.34
H: 2.853 1.445 1.534  0.26
H: 1.512 0.031 -0.126  1.58
H: -1.143 2.252 -2.678  0.39
H: -2.197 1.142 -3.720  0.47
H: -2.926 1.404 -2.107  0.50
H: -3.645 0.275 -3.253  0.55
H: -0.644 -0.868 -4.043  0.33
H: -2.287 -1.520 -4.225  0.46
H: -1.111 -2.357 -3.201  0.26
H: -3.471 -0.631 -0.816  0.16
H: -2.516 -2.120 -0.929  0.06
H: -3.702 -1.742 -2.176  0.53